Entry 1:
Density functional theory data (the ωB97M-V functional and the def2-TZVPD basis) for a structure of composition C2H8InN4O2.

Cartesian coordinates (Å):
In -0.24339 -0.98605 -0.51227
C -0.65913 -1.66100 3.31099
O -0.12628 -1.64349 2.17786
N -0.49345 -2.75548 4.09555
N -1.37294 -0.62782 3.83685
H -0.62816 -2.73656 5.10580
H -0.04138 -3.57124 3.68320
H -1.69856 -0.61910 4.79734
H -1.39398 0.22305 3.29184
C 0.67414 1.39699 -3.47251
O 0.11070 0.42975 -2.88287
N -0.09661 2.10718 -4.33428
N 1.94714 1.78499 -3.30553
H -0.95612 1.69904 -4.69269
H 0.14134 3.06206 -4.59210
H 2.54168 1.37167 -2.59969
H 2.29501 2.52602 -3.90749

Forces on the atoms, in the same order (eV/Å):
In 0.161 0.165 0.087
C -1.469 1.034 1.482
O 0.612 -0.344 -0.926
N 0.112 0.101 -0.769
N 0.753 -0.987 -0.882
H 0.212 0.070 0.004
H -0.066 -0.029 0.144
H 0.015 0.082 -0.050
H -0.172 0.152 0.307
C 0.693 0.067 -0.230
O -0.484 0.091 0.962
N 0.433 -0.466 -0.144
N -1.042 -0.141 -0.330
H 0.013 0.063 0.035
H -0.244 0.061 0.127
H 0.160 0.010 -0.119
H 0.313 0.074 0.300

As for the HOMO-LUMO gap: 0.0917 Ha. As for the calculated total energy: -17398.1025 eV. As for the charge: +3. The spin multiplicity is 1. For the HOMO energy, the calculation gives -20.57 eV. The energy relative to the best compared isomer or geometry (same formula, charge and spin) is 83.9 kJ/mol.

Entry 2:
Density functional theory data (the ωB97M-V functional and the def2-TZVPD basis) for a structure of composition C12H13ClGdO2.

Cartesian coordinates (Å):
C 2.50177 -0.63347 -1.45293
C 1.87802 0.62907 -1.69689
C 0.58472 0.37596 -2.20566
H 2.34007 1.60485 -1.56539
C 0.35224 -1.01915 -2.21748
C 1.53156 -1.66983 -1.73366
H 1.73149 -2.74870 -1.74110
H 3.52927 -0.80398 -1.11301
H -0.12520 1.12534 -2.52212
H -0.56698 -1.51644 -2.52204
Gd 1.64912 -1.31863 0.80502
Cl 2.32805 0.66070 2.07470
C -2.11517 1.25710 1.73773
C -2.74778 0.63556 0.62810
C -2.35685 1.35217 -0.54705
H -3.33335 -0.28293 0.64868
C -1.51979 2.42911 -0.15046
C -1.35523 2.36654 1.25820
H -0.68425 2.98195 1.85212
H -2.12653 0.88939 2.75776
H -2.65220 1.10698 -1.55728
H -1.04620 3.15105 -0.82242
C 0.13425 -3.58762 3.08062
O 0.31829 -2.53924 2.09472
C -0.66374 -2.49492 0.87754
O -1.65007 -3.14502 1.00199
H 1.07017 -4.16161 3.03224
H -0.74162 -4.17372 2.78403
H 0.00039 -3.07370 4.04232

Forces on the atoms, in the same order (eV/Å):
C -0.364 0.166 -1.037
C 0.333 -0.934 -0.159
C 0.109 -0.582 0.339
H -0.127 -0.263 0.062
C 0.855 -0.010 0.371
C 0.225 0.711 -1.203
H -0.144 0.439 0.051
H -0.291 0.144 -0.170
H -0.023 0.049 0.082
H 0.243 0.128 0.132
Gd -0.631 -0.292 -0.669
Cl 0.578 1.475 1.105
C -1.745 -2.279 -1.411
C 0.810 0.263 2.481
C 0.512 0.975 0.415
H 0.210 0.345 0.046
C 0.272 0.328 0.660
C 0.456 0.673 -2.208
H -0.239 -0.086 -0.157
H -0.079 0.104 -0.168
H 0.077 0.017 0.025
H -0.195 -0.388 0.358
C 0.628 1.225 -0.700
O -0.626 -1.768 1.911
C -0.758 0.378 -1.038
O 0.245 -0.098 0.277
H -0.452 -0.177 0.469
H 0.128 0.009 0.216
H -0.006 -0.553 -0.079

As for the HOMO-LUMO gap (alpha / beta): 0.2604 / 0.1290 Ha. As for the calculated total energy: -50105.7333 eV. As for the charge: -1. The spin multiplicity is 8. For the HOMO energy (alpha / beta), the calculation gives -4.22 / -2.38 eV. The energy relative to the best compared isomer or geometry (same formula, charge and spin) is 354.3 kJ/mol.

Entry 3:
Density functional theory data (the ωB97M-V functional and the def2-TZVPD basis) for the molecule C3H6N4.

Cartesian coordinates (Å):
C 1.70026 -0.34783 0.29608
C 0.38431 0.10309 0.84920
N 0.11298 0.74211 1.93279
N -1.26526 1.13246 1.81187
N -1.64766 0.79580 0.66023
N -0.73231 0.23456 0.00419
C -1.06569 -0.28724 -1.26804
H 2.47492 0.00578 0.93382
H 1.74695 -1.42805 -0.00909
H 1.86916 0.25226 -0.59118
H -1.80674 -1.03824 -1.05991
H -1.68027 0.43022 -1.80664
H -0.09067 -0.59492 -1.75334

Forces on the atoms, in the same order (eV/Å):
C -0.741 -0.367 -0.654
C -0.470 0.715 -2.006
N -1.561 -0.086 0.632
N 2.289 -0.238 0.558
N -3.315 1.731 1.247
N 3.138 -1.041 0.670
C 0.664 -0.539 -0.824
H 0.664 -0.452 0.854
H 0.076 1.025 0.669
H -0.060 -0.061 -0.509
H 0.238 -1.236 -0.429
H 0.713 0.443 -0.338
H -1.636 0.105 0.131

The SMILES is Cc1nnnn1C. As for the HOMO-LUMO gap: 0.4062 Ha. As for the calculated total energy: -9166.8291 eV. The spin multiplicity is 1. For the HOMO energy, the calculation gives -10.40 eV. The energy relative to the best compared isomer or geometry (same formula, charge and spin) is 195.6 kJ/mol.

Entry 4:
Density functional theory data (the ωB97M-V functional and the def2-TZVPD basis) for a structure of composition C24H31NO5Tl.

Cartesian coordinates (Å):
C 5.27614 -1.02697 0.63446
C 5.38930 -2.10155 -0.52439
N 4.32801 -3.19017 -0.45865
C 3.09246 -2.50752 -0.19996
C 2.35283 -2.63348 0.98532
O 2.78187 -3.46779 2.04245
C 1.03000 -1.78610 1.15317
O 0.04118 -2.23512 1.66832
C 1.14986 -0.29195 0.61689
C 0.54945 0.94874 1.33746
C 0.17452 0.73384 2.86001
C -1.32956 1.07888 3.22856
C -2.39781 0.62538 2.15163
C -2.90720 1.96862 1.40547
C -3.05462 1.79530 -0.16508
C -4.09952 0.60102 -0.41034
C -4.68741 0.78403 -1.87717
O -5.90232 0.01278 -1.98204
C -5.67819 -1.32718 -1.62791
C -6.69743 -2.11807 -0.70303
O -4.71210 -1.95498 -2.02161
C 1.86480 -0.18228 -0.60967
C 2.12002 1.10409 -1.34377
C 2.81166 2.33803 -0.77045
C 3.04239 3.51727 -1.59701
C 2.61713 3.55068 -3.05638
C 1.90773 2.33395 -3.64109
C 1.66604 1.14079 -2.82250
C 2.48451 -1.49866 -1.26153
O 2.52642 -1.70687 -2.44114
H 4.88293 -1.45123 1.61234
H 6.27717 -0.56159 0.88036
H 4.59316 -0.15498 0.38535
H 6.42881 -2.52379 -0.53370
H 5.26066 -1.53536 -1.49977
H 4.57013 -3.71536 0.38999
H 2.73192 -4.40520 1.76164
H -0.28694 1.34185 0.68947
H 1.36374 1.74916 1.30909
H 0.38946 -0.29579 3.25893
H 0.82228 1.43635 3.47509
H -1.44470 2.16481 3.53277
H -1.56209 0.49620 4.17667
H -3.30768 0.12872 2.59866
H -2.00344 -0.06805 1.35665
H -3.83969 2.37728 1.89533
H -2.07864 2.73260 1.56558
H -3.43598 2.78422 -0.56296
H -2.03757 1.59606 -0.61137
H -3.49835 -0.34763 -0.28328
H -4.88291 0.72567 0.39929
H -4.86529 1.88771 -2.03201
H -3.88491 0.43291 -2.60073
H -7.40324 -1.43847 -0.15660
H -6.10934 -2.72021 0.04981
H -7.23820 -2.86095 -1.34981
H 3.14022 2.28523 0.29943
H 3.57134 4.37215 -1.10605
H 2.84125 4.46757 -3.67210
H 1.60753 2.35617 -4.72592
H 1.16920 0.27790 -3.33625
Tl 2.48902 -6.03868 2.26408

Forces on the atoms, in the same order (eV/Å):
C 0.090 0.265 0.687
C 0.668 1.655 -0.701
N -1.060 2.207 1.109
C -0.545 -0.042 1.155
C 0.110 1.045 -1.442
O -0.736 1.412 -1.207
C 0.635 -0.581 0.243
O 0.931 0.695 -0.448
C 0.784 0.419 0.124
C 0.725 -1.148 0.241
C -0.434 0.667 0.624
C -0.393 -1.222 0.817
C -0.711 1.631 -0.479
C 1.281 -0.082 -0.282
C -1.031 -0.074 1.327
C 1.344 1.663 -0.263
C 1.278 -0.211 0.858
O 0.513 -1.191 0.935
C 0.121 -1.231 -0.207
C 0.005 0.619 -0.127
O -0.793 1.293 0.383
C 0.502 1.503 -0.382
C -0.557 -0.474 -0.833
C -0.744 1.100 -1.963
C -0.844 -2.486 0.255
C -0.557 -2.303 1.634
C 0.618 -0.439 2.352
C 1.685 2.616 -1.033
C 0.030 -0.772 -0.073
O 0.054 0.446 1.230
H 0.548 0.279 -1.133
H -1.038 -0.647 -0.460
H 0.664 -1.039 0.061
H -1.262 -0.044 -0.013
H 0.192 -0.963 0.971
H -0.224 0.021 -0.389
H 0.465 3.351 -1.144
H 0.566 -0.326 0.654
H -0.862 -0.822 -0.362
H -0.058 0.935 -0.794
H -0.597 -0.871 -0.795
H 0.093 -1.237 -0.669
H 0.485 0.755 -0.987
H 1.232 0.387 -0.265
H -0.082 0.478 0.950
H 0.972 -0.502 -0.683
H -1.140 -0.618 -0.115
H 0.435 -1.160 0.211
H -0.943 0.050 0.188
H -1.164 0.764 -0.234
H 0.665 -0.409 -1.157
H -0.471 -1.477 -0.030
H -1.125 0.285 0.605
H 0.583 -0.637 -0.738
H -0.427 0.811 -0.966
H 0.402 0.886 0.563
H -0.158 0.227 -1.287
H -0.554 -0.774 -0.812
H -0.301 -1.166 0.639
H 0.242 -0.045 1.404
H 0.561 0.782 0.938
Tl -0.667 -4.252 1.315

As for the HOMO-LUMO gap: 0.0686 Ha. As for the calculated total energy: -41772.9439 eV. As for the charge: +3. The spin multiplicity is 1. For the HOMO energy, the calculation gives -15.92 eV.

Entry 5:
Density functional theory data (the ωB97M-V functional and the def2-TZVPD basis) for a structure of composition C24H31Br2F6N5O8P2S3.

Cartesian coordinates (Å):
C -1.46668 -2.82508 0.94157
C -1.53654 -1.97725 -0.32202
C -1.65684 -2.64973 -1.51377
C -1.75022 -1.92578 -2.68885
C -1.71380 -0.55824 -2.62905
C -1.60731 0.12253 -1.44103
C -1.58819 1.64467 -1.51858
C -1.80293 2.30747 -0.19653
C -0.77927 3.01706 0.39063
C 0.58909 3.14677 -0.22614
C 1.60364 2.09794 0.33458
C 2.77618 1.94513 -0.66932
C 4.12034 1.75556 0.04551
N 5.17102 1.69826 -0.98816
C 6.26662 0.89140 -0.62314
N 7.29269 1.34235 -0.02388
N 6.13518 -0.49235 -1.02022
C -1.00617 3.64932 1.60804
C 0.08823 4.47425 2.26093
O 0.61630 5.41052 1.67683
O 0.44342 4.17619 3.51971
P 1.28167 5.45571 4.33314
O 0.30981 6.77482 4.28288
Br 1.05336 4.78854 6.46967
C -2.27539 3.55005 2.22179
P -2.55200 4.41703 3.83295
O -1.95032 3.62360 4.91535
C -3.26653 2.82933 1.58785
C -4.63111 2.75660 2.23294
C -4.69307 1.76074 3.41432
C -4.17424 0.35363 3.05384
S -3.69663 -0.41984 4.64677
N -2.99716 2.23792 0.41374
Br -4.36529 1.28457 -0.44093
C -1.50701 -0.60184 -0.27339
H -0.51242 -2.71762 1.46291
H -1.55866 -3.87832 0.66455
H -2.33114 -2.59806 1.57655
H -1.67297 -3.73518 -1.51690
H -1.84791 -2.41779 -3.65013
H -1.79700 0.00697 -3.55721
H -0.68497 1.95777 -2.03348
H -2.42492 1.94674 -2.16740
H 0.60678 3.07345 -1.31281
H 1.00329 4.12494 0.01644
H 1.13047 1.13838 0.55749
H 2.04347 2.53735 1.24079
H 2.58497 1.08948 -1.32178
H 2.87455 2.86852 -1.25274
H 4.15515 0.84282 0.64555
H 4.34504 2.62124 0.68587
H 5.55084 2.61183 -1.20822
H 7.95719 0.58038 0.09179
H 6.61418 -0.64678 -1.90010
H 6.56130 -1.08263 -0.31589
H -0.22143 6.82782 3.47800
H -3.92383 4.56749 4.11859
H -2.02438 5.72523 3.72518
H -4.81681 3.75049 2.64217
H -5.44214 2.57257 1.53015
H -4.23811 2.15250 4.33166
H -5.75537 1.63880 3.65852
H -3.28873 0.38676 2.41265
H -4.98500 -0.23438 2.62150
H -3.17409 -1.61294 4.29009
H -1.43519 -0.09423 0.69069
C 3.68852 -7.69604 -3.70233
F 4.86580 -7.74197 -3.07396
F 3.92680 -7.39332 -4.98599
F 3.17079 -8.93125 -3.68237
S 2.56419 -6.47669 -2.91639
O 3.24055 -5.21746 -3.04975
O 2.39085 -6.95196 -1.57337
N 1.33236 -6.70544 -3.89479
S 0.04540 -5.84331 -3.60290
O 0.15557 -4.43128 -3.86787
O -0.69325 -6.18698 -2.41573
C -0.97314 -6.49258 -4.98413
F -1.15412 -7.81427 -4.88718
F -0.39950 -6.26369 -6.17196
F -2.18387 -5.91918 -5.00380

Forces on the atoms, in the same order (eV/Å):
C -0.241 0.007 -0.451
C 0.135 -1.296 1.326
C -0.064 -0.242 -0.567
C -0.009 -0.548 -0.274
C -0.260 0.590 -1.222
C 0.246 0.380 0.127
C -0.939 -0.513 -0.198
C 0.767 -0.200 -1.082
C 1.135 0.934 0.365
C 0.650 -0.544 0.050
C 0.397 0.798 -0.493
C -0.173 -0.143 0.975
C 0.078 0.290 -0.907
N 0.687 -0.158 -0.114
C 0.731 -1.000 -0.242
N -0.568 0.283 0.079
N -0.393 0.456 0.633
C -0.601 -0.392 0.848
C 1.396 1.227 -0.068
O -1.117 -0.711 0.352
O -1.568 0.092 -0.438
P 1.645 0.438 0.454
O -0.409 -1.096 0.069
Br -0.350 0.115 -0.719
C 0.656 1.005 -0.282
P 0.352 -1.076 1.361
O 0.101 -0.061 0.227
C -0.978 0.436 0.837
C -0.008 0.109 0.322
C -0.621 -0.556 -0.273
C 0.215 -0.178 0.702
S 0.060 0.067 0.267
N -0.420 -0.387 -0.250
Br -0.009 -0.002 0.002
C -0.009 0.723 0.391
H -0.232 0.185 0.142
H 0.068 0.122 0.064
H 0.347 0.071 0.230
H 0.066 0.093 -0.152
H 0.111 -0.082 0.150
H 0.045 -0.045 0.109
H -0.025 0.180 0.372
H 0.196 -0.003 0.044
H -0.359 0.006 0.140
H -0.226 -0.094 -0.241
H 0.081 0.095 0.039
H -0.344 -0.370 0.181
H 0.154 0.240 -0.157
H -0.129 -0.228 -0.141
H -0.081 0.068 -0.095
H -0.292 -0.274 0.213
H -0.243 0.136 0.316
H 0.182 0.179 -0.077
H -0.321 -0.031 -0.123
H 0.121 -0.067 -0.156
H 0.206 0.270 -0.122
H 0.077 0.450 -0.751
H -0.280 -0.116 -0.528
H -0.198 -0.108 -0.236
H 0.286 -0.094 -0.063
H 0.341 -0.016 -0.338
H 0.149 0.177 0.056
H -0.213 -0.070 -0.068
H 0.286 0.085 -0.310
H -0.232 0.308 -0.369
H 0.089 -0.138 -0.042
C 0.102 -0.632 -0.678
F -0.114 0.222 0.189
F -0.029 0.172 0.114
F -0.060 0.112 0.164
S 0.669 -0.046 0.334
O -0.127 0.102 -0.316
O -0.284 -0.198 -0.051
N -0.079 0.564 0.614
S -0.459 0.174 -0.036
O 0.103 0.041 -0.140
O 0.032 -0.131 0.053
C 0.006 -0.606 -0.712
F -0.020 0.091 0.202
F 0.019 0.186 0.126
F 0.096 0.170 0.242

As for the HOMO-LUMO gap: 0.1829 Ha. As for the calculated total energy: -256691.7182 eV. The spin multiplicity is 1. For the HOMO energy, the calculation gives -8.17 eV.

Entry 6:
Density functional theory data (the ωB97M-V functional and the def2-TZVPD basis) for the molecule C5H8.

Cartesian coordinates (Å):
C -1.38707 0.18495 -2.10354
C -0.75422 -0.04139 -0.84836
C -0.65548 -0.22457 0.34905
C 0.32436 -0.19286 1.42652
C 1.60805 0.47392 0.91315
H -2.01313 -0.65951 -1.64595
H -1.68078 1.24600 -2.26159
H -1.06538 -0.27170 -3.03005
H -0.07165 0.32562 2.30222
H 0.51296 -1.22664 1.72717
H 2.00146 -0.07744 0.05072
H 2.37567 0.51401 1.68980
H 1.39605 1.49380 0.57227

Forces on the atoms, in the same order (eV/Å):
C -0.997 -1.062 0.216
C 1.021 0.574 0.897
C 0.961 0.175 -0.709
C 0.147 -0.100 0.416
C 0.127 0.031 0.129
H -1.710 1.464 -1.827
H -0.559 -1.072 0.242
H 0.887 0.048 0.083
H 0.067 -0.018 0.032
H 0.128 0.072 0.190
H -0.089 0.052 0.234
H 0.005 0.015 -0.040
H 0.012 -0.179 0.136

The SMILES is CC#CCC. As for the HOMO-LUMO gap: 0.3572 Ha. As for the calculated total energy: -5311.4499 eV. The spin multiplicity is 1. For the HOMO energy, the calculation gives -8.80 eV. The energy relative to the best compared isomer or geometry (same formula, charge and spin) is 262.1 kJ/mol.